(1)
Formula: C18H18Cl2N3O3PdS2
Source: the OMol25 dataset
Level of theory: ωB97M-V/def2-TZVPD

Properties
Net charge ... +1
Orbital gap (spin up / spin down) ... 4.05 / 4.05 eV
Multiplicity ... 1

Cartesian coordinates (Å):
Pd: -0.5428 -0.1962 -1.3288
Cl: -0.9076 -2.7494 -1.7486
Cl: -5.2814 0.3783 -1.5404
S: -2.7499 -0.1972 1.5088
S: -0.5537 0.0888 3.4974
O: 3.8674 -0.0096 -1.9937
O: 1.4600 -0.3581 -1.0509
O: -0.2776 2.1399 -1.4466
N: 1.1514 -0.1271 1.2150
N: -2.4069 -0.2023 -1.6978
N: -0.1749 -0.2389 0.8878
C: 5.2495 -0.0739 1.9102
C: -4.7919 -3.5293 -1.9269
C: -3.4028 -3.7142 -1.9014
C: -2.6111 -2.6135 -1.7844
C: 1.9167 -0.2284 0.1791
C: -3.1479 -1.2655 -1.7292
C: 3.8969 -0.1812 1.6845
C: 3.3761 -0.1574 0.3833
C: -2.2310 -0.1976 4.1415
C: 6.1158 0.0668 0.8267
C: 5.6308 0.0917 -0.4622
C: 4.2633 -0.0315 -0.7014
C: -5.3850 -2.2743 -1.8211
C: -4.5958 -1.1537 -1.7298
C: 1.0755 2.6323 -1.2589
C: 1.1284 4.1335 -1.4219
C: -1.0265 -0.1209 1.8293
C: -3.2176 0.3979 3.1601
H: -4.2376 0.0680 3.3510
H: -2.3761 -1.2716 4.2451
H: -0.6512 2.5688 -2.2278
H: 0.8617 4.4285 -2.4399
H: 2.1419 4.4844 -1.2273
H: 2.9046 -0.1536 -2.0185
H: 3.2059 -0.2851 2.5092
H: 7.1813 0.1552 0.9968
H: 6.2876 0.2021 -1.3147
H: -3.1765 1.4854 3.1574
H: 0.4496 4.6234 -0.7237
H: -6.4608 -2.1723 -1.8109
H: 1.7501 2.1391 -1.9581
H: -5.4273 -4.3996 -2.0345
H: -2.2959 0.2735 5.1209
H: 1.3491 2.3427 -0.2467
H: -2.9721 -4.7030 -1.9768
H: 5.6380 -0.0950 2.9189

Cartesian forces, eV/Å:
Pd 0.631 -0.876 0.163
Cl 0.211 0.018 -0.135
Cl -0.058 -0.008 -0.058
S 0.044 -0.021 0.088
S -0.042 0.062 0.018
O -0.018 0.032 -0.042
O -0.559 0.273 -0.156
O -0.070 -0.302 -0.290
N 0.047 -0.285 0.355
N 0.152 0.960 0.710
N -0.800 0.352 -0.802
C 0.027 0.002 0.044
C 0.067 0.149 -0.004
C -0.034 -0.175 0.025
C -0.132 0.363 0.143
C 0.246 0.103 0.178
C 0.176 -0.567 -0.233
C -0.039 0.003 -0.025
C 0.028 0.002 -0.346
C 0.122 -0.008 -0.046
C 0.019 0.012 0.006
C 0.019 -0.006 -0.049
C -0.103 -0.007 0.100
C -0.136 -0.144 0.002
C 0.221 0.196 -0.096
C 0.039 0.204 0.028
C -0.096 -0.048 0.010
C 0.078 -0.163 0.273
C 0.011 -0.023 -0.083
H 0.000 0.003 0.010
H -0.066 0.004 0.054
H 0.000 -0.032 0.067
H 0.022 0.016 0.014
H -0.011 0.012 -0.015
H 0.089 -0.018 0.048
H 0.001 0.002 -0.004
H -0.009 0.004 -0.011
H 0.002 -0.019 0.013
H -0.026 0.010 0.046
H 0.026 0.015 -0.002
H 0.003 -0.021 -0.008
H -0.010 -0.050 -0.019
H -0.004 0.010 0.032
H -0.011 0.016 -0.005
H -0.023 -0.049 0.016
H -0.018 0.008 -0.009
H -0.016 -0.009 -0.003



(2)
Formula: C5H14NO
Source: the OMol25 dataset
Level of theory: ωB97M-V/def2-TZVPD

Properties
Net charge ... +2
Orbital gap (spin up / spin down) ... 10.74 / 7.19 eV
Multiplicity ... 2

Cartesian coordinates (Å):
O: -2.3246 -0.4707 2.5932
N: -0.1246 1.1782 1.5844
C: 0.9603 0.1891 1.2259
C: 0.3487 -0.9835 0.3986
C: 0.7334 0.2281 -1.8366
C: 0.7327 0.1465 -3.2814
C: 0.0303 -0.6942 -1.0524
H: -0.4669 -1.4302 0.9564
H: 1.2601 -0.1616 2.2115
H: 0.2122 1.8767 2.2600
H: 0.2578 1.0333 -3.7367
H: -0.6318 -1.4014 -1.5433
H: 1.8028 0.6483 0.7283
H: 0.3358 -0.7825 -3.6912
H: 1.2585 1.0849 -1.4262
H: -3.1565 0.0341 2.6807
H: 1.7211 0.1821 -3.7797
H: -0.9192 0.7279 2.0895
H: 1.1757 -1.6965 0.2992
H: -2.7295 -1.3635 2.5595
H: -0.4766 1.6548 0.7604

Cartesian forces, eV/Å:
O -1.224 -0.255 -0.258
N 0.200 0.306 0.377
C -1.111 -0.897 0.425
C 0.431 1.656 -0.373
C -0.151 0.444 -1.115
C 0.339 -0.941 -0.863
C 0.604 -0.687 1.432
H -0.134 -0.329 -0.236
H 0.404 -0.377 -0.255
H 0.184 0.098 -0.364
H -0.125 0.101 0.152
H -0.102 0.117 -0.121
H 0.001 0.455 0.066
H -0.568 0.176 0.220
H 0.037 -0.107 0.342
H 0.521 0.245 0.118
H 0.192 0.441 0.620
H -0.005 -0.492 -0.435
H -0.030 -0.516 0.134
H 0.810 0.247 0.094
H -0.273 0.316 0.037



(3)
Formula: C21H49NO15P3S7
Source: the OMol25 dataset
Level of theory: ωB97M-V/def2-TZVPD

Properties
Net charge ... +1
Orbital gap ... 4.88 eV
Multiplicity ... 1

Cartesian coordinates (Å):
S: -2.7232 8.9621 1.0697
S: 1.4408 -10.5581 2.9423
S: -3.4164 11.9196 -3.8491
S: 7.4244 -1.1515 0.7243
S: -4.6564 2.7513 -1.9393
S: 4.8639 -4.9265 -2.1041
S: -0.1277 4.8583 0.0183
P: 1.2609 -0.4235 -0.1134
P: 0.7676 0.0838 1.9853
P: -2.7149 -4.3843 -0.5123
O: -3.4461 11.4462 -2.4311
O: -3.1052 -3.0032 0.4469
O: 5.0329 -5.1211 1.2945
O: 0.0332 -10.7833 2.4915
O: 2.2478 0.3031 2.7843
O: 0.8299 -6.3239 2.7656
O: 0.6177 3.7220 -0.6144
O: 4.7668 -6.0841 -0.8324
O: -0.2984 1.3911 2.1094
O: -2.4089 -3.7583 -2.0782
O: 0.0295 -1.1770 2.5293
O: -3.3823 2.6420 -1.1618
O: -1.9787 7.8275 0.4374
O: 6.0163 -1.3812 0.2674
O: -3.9647 -5.2845 -0.5051
N: 0.2283 -3.0930 0.0207
C: -4.0370 9.4489 -0.0657
C: 0.8424 -7.2120 1.8627
C: -5.9259 1.8458 -1.0290
C: -1.2560 -5.3273 0.2163
C: -2.3078 13.3415 -3.9234
C: 1.5234 -6.9242 0.4132
C: 2.5318 -11.2860 1.7007
C: -4.5526 1.5921 -3.3186
C: -2.3443 10.7975 -4.7719
C: -1.4425 5.3451 -1.1162
C: -1.2165 4.1578 1.2746
C: 2.8663 -4.5875 0.1866
C: 4.3004 -5.2813 0.2942
C: 2.8392 -3.0103 0.0589
C: 8.5124 -1.8900 -0.5124
C: 7.7701 -2.3531 2.0253
C: 1.5029 -5.3175 0.2325
C: 1.8014 -11.7669 4.2319
C: -3.8118 8.2600 2.3281
C: 1.4602 -2.3265 -0.0135
C: 0.1438 -4.5269 0.1372
H: -5.5108 1.5569 -3.8398
H: 1.5554 -12.7708 3.8812
H: 2.8573 -11.7102 4.5013
H: -4.4577 9.0429 2.7296
H: -0.5997 3.7516 2.0763
H: -6.8404 1.8025 -1.6233
H: 2.6018 -7.3386 0.3847
H: 8.2159 -2.9235 -0.7005
H: -2.0332 4.4715 -1.4015
H: -2.8261 9.8201 -4.8183
H: -1.8634 4.9398 1.6771
H: -4.6757 10.1940 0.4114
H: 0.1349 -0.1000 -0.9596
H: -5.5754 0.8369 -0.8041
H: -2.1674 13.6418 -4.9631
H: -1.1625 -6.3594 -0.2859
H: -2.0809 6.0906 -0.6386
H: -1.4720 -5.4298 1.3501
H: 8.8253 -2.3022 2.2988
H: -3.7812 1.9417 -4.0062
H: -3.1542 -3.2536 1.3973
H: -6.1261 2.3756 -0.0969
H: -1.3467 13.0896 -3.4711
H: -1.1253 1.0072 2.4983
H: -3.0433 -3.0127 -2.2539
H: 3.5642 -11.2449 2.0528
H: 2.4414 -10.7081 0.7798
H: -4.6268 8.5752 -0.3512
H: -2.2026 11.1787 -5.7848
H: -0.6699 -2.5817 -0.0355
H: 1.1933 -11.5307 5.1063
H: -4.4152 7.4600 1.8950
H: -1.3811 10.7030 -4.2674
H: -1.8194 3.3582 0.8396
H: -3.5812 9.8837 -0.9571
H: 0.8842 -7.3978 -0.4067
H: -4.2867 0.5986 -2.9520
H: 3.5670 -4.7504 -2.5892
H: 2.5349 -0.6234 3.0075
H: 7.5181 -3.3584 1.6819
H: -2.7631 14.1636 -3.3693
H: 7.1602 -2.1054 2.8952
H: 3.7947 -2.3576 0.0270
H: 2.2409 -12.3201 1.5091
H: -3.1950 7.8541 3.1311
H: 8.4264 -1.3149 -1.4352
H: 0.3060 -8.2147 2.0940
H: 9.5443 -1.8532 -0.1589
H: -0.9873 5.7798 -2.0078

Cartesian forces, eV/Å:
S -0.174 0.103 -0.069
S 0.010 -0.371 0.027
S 0.050 -0.018 0.050
S -0.025 -0.087 -0.037
S 0.120 -0.028 0.122
S -0.076 -0.086 -0.431
S -0.188 0.140 -0.155
P 1.837 0.359 -1.020
P -2.873 -2.747 2.985
P -5.640 -0.838 -0.603
O 0.148 0.135 -0.373
O 2.049 -1.970 -1.267
O -3.431 -0.703 -4.256
O 0.381 0.205 0.007
O -2.440 -0.596 -1.550
O 0.160 -3.200 -3.736
O -0.177 -0.142 0.137
O -1.972 2.425 1.159
O 2.239 -2.123 -0.082
O -0.209 0.078 3.269
O 1.953 2.868 -1.219
O -0.420 -0.261 -0.186
O -0.323 0.213 0.262
O 0.062 -0.233 0.063
O 3.969 2.079 -0.013
N 2.164 -3.039 0.228
C 0.078 -0.127 -0.135
C -0.209 2.125 2.495
C -0.010 -0.073 0.063
C 1.666 1.500 0.171
C 0.104 0.056 0.097
C -0.832 1.256 0.676
C 0.016 -0.056 -0.063
C 0.080 -0.091 -0.061
C 0.097 -0.074 0.029
C -0.210 -0.188 -0.237
C -0.127 -0.083 0.132
C -3.402 2.582 -0.348
C 2.408 0.126 2.811
C -3.343 -1.547 0.191
C -0.034 -0.064 -0.087
C -0.071 -0.120 0.023
C 1.104 1.891 -0.341
C -0.054 -0.054 0.100
C 0.016 -0.150 0.063
C 0.551 -2.343 0.564
C 3.490 0.225 0.014
H 0.026 0.055 0.057
H -0.030 0.105 -0.080
H -0.044 0.065 -0.049
H 0.076 0.005 -0.056
H 0.040 0.153 -0.138
H 0.068 0.052 -0.002
H -1.811 0.703 -0.007
H -0.051 0.047 0.080
H 0.212 -0.073 0.131
H -0.048 0.127 0.054
H 0.092 0.084 -0.134
H 0.102 -0.001 0.017
H 0.071 -0.721 0.959
H 0.062 0.058 -0.042
H -0.068 -0.058 0.027
H -0.274 1.734 0.779
H 0.256 -0.058 0.012
H 0.132 -0.022 -1.857
H -0.046 0.069 -0.046
H -0.060 0.066 0.128
H -0.105 0.136 -0.747
H 0.083 0.037 -0.117
H -0.082 -0.069 0.000
H 0.890 0.179 -0.307
H 0.637 -0.945 0.253
H -0.067 0.037 0.027
H -0.054 -0.005 0.097
H 0.073 -0.046 0.117
H -0.064 0.025 0.062
H 0.742 -0.130 0.261
H 0.019 0.069 -0.136
H 0.053 0.049 -0.067
H -0.074 0.051 0.047
H 0.040 0.080 -0.123
H 0.002 0.017 0.184
H 1.016 0.432 1.104
H -0.018 0.077 0.076
H 0.754 -0.672 0.692
H -0.384 1.062 -0.097
H -0.023 0.077 -0.058
H -0.052 -0.141 -0.038
H 0.031 0.074 -0.127
H -1.564 -1.220 0.054
H -0.061 0.069 0.048
H 0.026 0.076 -0.096
H -0.052 0.032 0.139
H 0.961 1.258 -0.745
H -0.076 0.047 0.030
H 0.132 0.001 0.165



(4)
Formula: C4H12NO2
Source: the OMol25 dataset
Level of theory: ωB97M-V/def2-TZVPD

Properties
Net charge ... +1
Orbital gap ... 9.70 eV
Multiplicity ... 1

Cartesian coordinates (Å):
O: -3.1956 -0.7602 -0.6133
O: 3.1051 0.0775 -0.6157
N: 0.3720 -0.1046 -0.7671
C: 0.1286 0.6155 0.4525
C: 0.1051 1.9367 0.4240
C: -0.3258 -1.0897 -1.1607
C: -0.0309 -0.2015 1.7026
H: -0.0150 -1.7172 -1.9837
H: 3.6548 -0.6277 -0.2589
H: 0.3986 0.3136 2.5569
H: 1.2718 0.0457 -1.2437
H: -3.8726 -1.3693 -0.2978
H: 3.6953 0.7854 -0.8933
H: -1.0753 -0.4430 1.8943
H: 0.2484 2.4725 -0.5089
H: -3.6787 -0.0247 -1.0042
H: -0.0501 2.4739 1.3426
H: 0.5486 -1.1249 1.6376
H: -1.2843 -1.2580 -0.6634

Cartesian forces, eV/Å:
O -0.109 -0.024 0.061
O -0.194 0.030 -0.124
N 0.503 -0.741 -0.628
C -0.076 0.705 0.686
C 0.188 -0.276 -0.556
C -0.801 -0.022 0.415
C 0.301 -0.455 -0.165
H 0.143 0.211 -0.186
H 0.119 0.085 -0.063
H -0.250 0.299 0.006
H 0.053 0.239 0.428
H -0.022 0.032 -0.015
H 0.157 -0.082 0.069
H -0.001 -0.051 0.061
H -0.073 0.114 0.190
H -0.033 0.005 0.014
H -0.012 0.221 0.044
H -0.177 -0.094 -0.132
H 0.283 -0.198 -0.105